(1)
Entry from the Open Molecules 2025 dataset: a molecular structure, C27H31BrClN6O6RuTe4 at a distorted geometry (ωB97M-V/def2-TZVPD).

- HOMO-LUMO gap (alpha / beta): 5.9 / 5.4 eV
- Highest occupied orbital energy (alpha / beta): -6.52 / -6.98 eV
- 2S+1: 6

Geometry as XYZ:
```
77
C27H31BrClN6O6RuTe4, DFT ωB97M-V/def2-TZVPD
Ru 3.118 0.957 0.143
C 5.411 -2.295 0.544
C 4.621 -2.056 -0.691
N 3.714 -1.109 -0.830
C 3.207 -1.217 -2.106
C 3.830 -2.256 -2.743
N 4.711 -2.770 -1.829
C 3.727 -2.877 -4.087
O 2.956 -2.268 -4.947
O 4.352 -3.889 -4.317
C 2.172 -0.263 -2.609
O 1.866 -0.315 -3.814
O 1.685 0.534 -1.751
H 5.099 -1.581 1.302
H 6.479 -2.165 0.365
H 5.241 -3.304 0.923
H 5.320 -3.548 -2.035
H 2.540 -1.432 -4.547
Te 5.620 1.605 0.097
Te 7.434 3.542 -0.168
Te 5.434 4.543 -2.486
Te 3.994 2.278 -2.026
O 0.521 5.023 4.352
C 1.138 4.373 3.357
C 0.993 4.704 2.011
C 1.702 3.989 1.069
N 2.493 2.962 1.384
C 2.588 2.644 2.666
Br 3.637 1.089 3.017
C 1.968 3.304 3.698
H -0.002 5.759 4.016
H 0.340 5.512 1.703
H 1.654 4.242 0.017
H 2.105 3.021 4.732
C -4.059 -2.620 2.307
C -4.138 -2.486 0.775
C -4.083 -3.878 0.136
C -5.499 -1.861 0.427
C -2.965 -1.573 0.262
O -2.962 -0.344 0.958
C -3.073 -1.328 -1.260
C -2.058 -0.351 -1.890
C -2.141 1.079 -1.412
C -1.025 1.709 -0.873
C -1.098 3.004 -0.389
C -2.298 3.690 -0.459
Cl -2.399 5.307 0.166
C -3.413 3.105 -1.037
C -3.324 1.806 -1.515
C -1.598 -2.255 0.589
N -0.583 -1.330 1.049
C 0.480 -0.873 0.386
N 1.141 -0.016 1.141
C 0.445 -0.032 2.312
N -0.600 -0.819 2.294
H -5.015 -2.971 2.698
H -3.827 -1.661 2.767
H -3.304 -3.340 2.627
H -4.894 -4.489 0.535
H -3.146 -4.396 0.347
H -4.210 -3.826 -0.946
H -6.289 -2.415 0.933
H -5.707 -1.904 -0.642
H -5.573 -0.821 0.757
H -3.792 0.117 0.788
H -4.076 -0.959 -1.479
H -2.966 -2.287 -1.771
H -2.237 -0.366 -2.968
H -1.038 -0.709 -1.746
H -0.076 1.187 -0.841
H -0.227 3.480 0.042
H -4.338 3.661 -1.118
H -4.195 1.357 -1.979
H -1.216 -2.745 -0.304
H -1.721 -2.993 1.375
H 0.726 -1.144 -0.627
H 0.707 0.555 3.175
```

(2)
Entry from the Open Molecules 2025 dataset: a molecular structure, C27H31BrEuN4O5 at a distorted geometry (ωB97M-V/def2-TZVPD).

- HOMO-LUMO gap (alpha / beta): 2.0 / 6.3 eV
- Highest occupied orbital energy (alpha / beta): -8.47 / -11.73 eV
- Charge: +2
- 2S+1: 8

Geometry as XYZ:
```
69
C27H31BrEuN4O5, DFT ωB97M-V/def2-TZVPD
Eu -0.499 -1.143 0.220
C 0.548 -2.935 3.026
O 0.429 -1.670 2.359
C 0.766 -0.537 3.119
C 1.266 -0.568 4.400
C 1.518 0.635 5.068
Br 2.227 0.578 6.828
C 1.263 1.845 4.457
C 0.789 1.892 3.138
C 0.551 0.686 2.429
O 0.113 0.640 1.176
C 0.526 3.150 2.485
N 0.170 3.243 1.196
C -0.084 4.554 0.874
C -0.501 5.153 -0.307
C -0.704 6.518 -0.265
C -0.487 7.256 0.904
C -0.053 6.671 2.078
C 0.143 5.296 2.051
N 0.528 4.383 3.013
H -0.096 -2.965 3.908
H 1.583 -3.127 3.315
H 0.222 -3.694 2.309
H 1.469 -1.494 4.912
H 1.452 2.753 5.005
H 0.131 2.417 0.606
H -0.646 4.577 -1.207
H -1.030 7.037 -1.152
H -0.660 8.320 0.883
H 0.124 7.254 2.968
H 0.766 4.623 3.965
O -2.364 -2.607 -0.215
C -3.430 -2.319 -1.154
C -2.930 -2.164 -2.593
C -1.891 -1.036 -2.824
C -2.314 0.283 -2.225
C -2.956 1.274 -2.959
C -3.356 2.442 -2.322
C -3.129 2.563 -0.957
C -2.485 1.535 -0.292
N -2.054 0.418 -0.906
H -2.220 -3.570 -0.260
H -3.912 -1.401 -0.801
H -4.170 -3.123 -1.119
H -3.806 -1.972 -3.210
H -2.493 -3.107 -2.936
H -1.749 -0.929 -3.900
H -0.909 -1.317 -2.386
H -3.132 1.142 -4.015
H -3.849 3.227 -2.875
H -3.450 3.440 -0.414
H -2.323 1.587 0.781
O 0.318 -3.209 -0.285
C 1.105 -2.766 -1.142
O 1.257 -1.529 -1.333
C 1.857 -3.754 -2.042
N 2.803 -3.037 -2.953
C 4.118 -3.769 -2.940
C 3.769 -5.129 -2.352
C 2.734 -4.765 -1.290
H 1.113 -4.298 -2.635
H 2.889 -2.063 -2.618
H 2.440 -2.995 -3.909
H 4.820 -3.230 -2.304
H 4.535 -3.824 -3.944
H 4.640 -5.638 -1.947
H 3.329 -5.781 -3.109
H 3.209 -4.299 -0.424
H 2.163 -5.626 -0.955
```

(3)
Entry from the Open Molecules 2025 dataset: a molecular structure, C27H31CaN6OS2 at a distorted geometry (ωB97M-V/def2-TZVPD).

- HOMO-LUMO gap: 7.4 eV
- Highest occupied orbital energy: -10.23 eV
- Charge: +1

Geometry as XYZ:
```
68
C27H31CaN6OS2, DFT ωB97M-V/def2-TZVPD
Ca 1.102 0.723 -0.948
C 0.298 1.981 4.780
C 1.590 2.625 4.288
N 2.271 1.826 3.287
C 1.841 1.667 2.023
S 2.974 0.975 0.938
N 0.577 1.941 1.766
N 0.215 2.046 0.496
C -1.045 2.172 0.207
C -2.107 2.082 1.263
C -1.330 2.536 -1.171
C -2.574 3.046 -1.570
C -2.734 3.512 -2.860
C -1.657 3.451 -3.735
C -0.477 2.890 -3.277
N -0.307 2.444 -2.042
H -0.171 2.616 5.524
H 0.498 1.010 5.229
H -0.386 1.856 3.945
H 2.281 2.766 5.122
H 1.355 3.605 3.858
H 3.242 1.592 3.438
H -1.805 1.322 1.985
H -3.078 1.818 0.856
H -2.185 3.034 1.792
H -3.388 3.097 -0.865
H -3.678 3.925 -3.182
H -1.736 3.815 -4.745
H 0.377 2.803 -3.941
N 2.789 1.082 -2.680
C 2.601 0.152 -3.715
C 3.599 -0.179 -4.603
C 3.382 -1.117 -5.624
C 2.157 -1.706 -5.785
C 1.109 -1.407 -4.891
C -0.180 -1.971 -4.992
C -1.127 -1.660 -4.052
C -0.773 -0.809 -2.993
N 0.404 -0.248 -2.880
C 1.340 -0.499 -3.820
H 3.742 1.439 -2.653
H 2.133 1.855 -2.739
H 4.569 0.291 -4.523
H 4.188 -1.349 -6.302
H 1.975 -2.409 -6.584
H -0.394 -2.647 -5.807
H -2.125 -2.069 -4.104
H -1.484 -0.582 -2.207
C -3.314 -4.050 4.811
C -2.325 -3.317 3.958
C -2.266 -3.519 2.582
C -1.331 -2.859 1.802
C -0.436 -1.993 2.403
C -0.509 -1.745 3.766
C -1.444 -2.406 4.536
S 0.832 -1.059 1.521
C 2.045 -2.410 1.336
O 0.297 -0.882 0.131
H -3.697 -4.926 4.294
H -4.155 -3.400 5.057
H -2.847 -4.358 5.744
H -2.955 -4.209 2.117
H -1.293 -3.011 0.732
H 0.177 -1.034 4.203
H -1.491 -2.219 5.597
H 1.593 -3.221 0.772
H 2.350 -2.741 2.323
H 2.899 -1.991 0.807
```

(4)
Entry from the Open Molecules 2025 dataset: 2 unconnected molecules or ions with the total composition C27H31F3N2O6S2 at a distorted geometry (ωB97M-V/def2-TZVPD).

- HOMO-LUMO gap: 8.0 eV
- SMILES: CCCC1=C(OC[C@@H](C)O)C(=O)c2ccc(CCCSC(=S)n3ccnc3)cc2C1=O.CCOC(=O)C(F)(F)F
- Highest occupied orbital energy: -8.92 eV

Geometry as XYZ:
```
71
C27H31F3N2O6S2, DFT ωB97M-V/def2-TZVPD
C 3.136 0.538 3.894
C 1.889 -0.249 3.331
C 1.042 0.627 2.271
C 0.623 -0.335 1.124
C 1.527 -0.639 0.136
O 2.783 -0.051 0.189
C 3.105 0.680 -1.009
C 2.804 2.231 -0.951
C 2.622 2.700 -2.463
O 1.561 2.556 -0.298
C 1.114 -1.651 -0.990
O 1.963 -2.275 -1.593
C -0.386 -1.790 -1.336
C -0.766 -2.275 -2.666
C -2.205 -2.406 -2.978
C -3.199 -2.010 -1.963
C -4.715 -2.109 -2.322
C -5.663 -2.464 -1.111
C -7.151 -1.979 -1.475
S -7.372 -0.295 -0.719
C -9.167 -0.142 -0.548
S -10.217 -1.159 -1.320
N -9.648 0.936 0.290
C -10.705 0.685 1.162
C -10.941 1.970 1.792
N -10.012 2.895 1.280
C -9.217 2.266 0.374
C -2.776 -1.527 -0.630
C -1.364 -1.422 -0.297
C -0.808 -0.960 1.084
O -1.495 -1.135 2.066
H 3.981 -0.142 4.205
H 3.584 1.213 3.104
H 2.875 1.217 4.758
H 1.243 -0.640 4.162
H 2.305 -1.104 2.726
H 0.184 1.060 2.843
H 1.726 1.447 1.952
H 2.640 0.281 -1.946
H 4.221 0.573 -1.147
H 3.692 2.749 -0.481
H 1.660 2.212 -2.801
H 3.474 2.369 -3.116
H 2.446 3.804 -2.485
H 1.830 3.125 0.446
H 0.015 -2.571 -3.411
H -2.474 -2.803 -3.982
H -4.905 -2.836 -3.161
H -5.055 -1.105 -2.717
H -5.661 -3.566 -0.869
H -5.393 -1.938 -0.160
H -7.200 -1.947 -2.590
H -7.863 -2.699 -1.005
H -11.254 -0.262 1.354
H -11.695 2.286 2.539
H -8.393 2.730 -0.211
H -3.511 -1.227 0.155
C 6.723 -0.298 0.461
C 7.686 0.164 1.536
O 9.042 0.127 1.061
C 9.426 1.164 0.309
O 8.727 2.092 0.015
C 10.897 1.017 -0.084
F 11.188 -0.225 -0.511
F 11.713 1.272 0.956
F 11.247 1.856 -1.068
H 7.006 -1.285 0.091
H 5.704 -0.344 0.851
H 6.735 0.379 -0.396
H 7.636 -0.514 2.389
H 7.433 1.161 1.903
```